Entry from OMol25: an isolated molecule of C6H12O (ωB97M-V with the def2-TZVPD basis set).

```
19
Properties=species:S:1:pos:R:3:forces:R:3
C 0.10782 2.29138 0.97382 0.05 0.34 0.01
O -0.16901 0.93173 1.11344 0.14 -0.04 0.25
C -0.78538 0.26758 0.05328 0.00 -0.41 0.26
C -0.25921 0.43614 -1.39783 0.21 -0.36 0.14
C -0.16279 -1.14963 -1.43064 0.04 0.11 -0.32
C -0.36743 -1.25946 0.10087 -0.12 0.26 0.02
C 0.87489 -1.60473 0.95727 -0.04 0.17 -0.08
H -0.80211 2.90456 0.91248 0.04 -0.04 -0.01
H 0.73504 2.49736 0.09470 -0.10 0.01 0.13
H 0.66164 2.55622 1.87695 -0.06 0.20 -0.16
H -1.87544 0.47145 0.04061 0.27 -0.36 0.27
H -0.92084 1.00782 -2.08322 0.13 -0.81 0.32
H 0.70206 0.96267 -1.48278 -0.01 -0.51 0.26
H 0.78098 -1.57882 -1.77934 -0.11 0.18 -0.14
H -0.98689 -1.63962 -1.95795 0.16 0.25 -0.13
H -1.13529 -1.98500 0.41354 -0.08 0.52 -0.26
H 1.09385 -2.68623 0.98403 -0.32 0.31 -0.32
H 1.78975 -1.11322 0.61033 -0.17 0.10 -0.01
H 0.71837 -1.31021 2.00045 -0.02 0.08 -0.21
```
Positions in Å, forces in eV/Å.

## Properties
- Orbital gap: 0.3844 Ha
- Energy above the lowest of the compared OMol25 structures with the same formula, charge and spin: 39.7 kcal per mole
- SMILES: CO[C@H]1CC[C@H]1C

=====

Entry from OMol25: a cluster of 10 separate species, C37H94ClN6O13 in total at a distorted geometry (ωB97M-V with the def2-TZVPD basis set).

```
151
Properties=species:S:1:pos:R:3:forces:R:3
Cl 0.32915 0.44364 -0.20076 1.07 -2.87 3.77
O 1.06001 1.43703 0.53788 -0.19 1.61 -0.62
O -0.73119 -0.04036 0.67951 -1.06 0.73 -0.81
O -0.14720 0.87154 -1.47203 0.11 0.28 -0.30
O 1.23852 -0.69639 -0.24043 0.21 -0.02 -1.73
C -0.03486 -3.51531 -1.68313 -0.35 0.75 -0.21
O 0.23607 -4.68503 -2.44099 0.27 -0.44 0.43
H 0.65176 -2.68091 -1.82603 0.35 -0.19 -0.21
H -1.01837 -3.11360 -1.92696 -0.28 -0.03 0.04
H -0.02226 -3.72278 -0.61313 0.08 -0.44 -0.18
H 0.32712 -4.50513 -3.37958 -0.08 0.42 0.13
C -4.57937 -1.92848 -0.40551 -0.03 1.50 -0.49
O -3.42517 -1.09656 -0.56272 0.01 -1.42 1.07
H -5.08185 -1.86997 -1.37101 -0.24 -0.54 0.09
H -4.28430 -2.93410 -0.10591 -0.43 -0.06 -0.06
H -5.17312 -1.38053 0.32614 -0.57 -0.75 0.26
H -2.90801 -1.40911 0.18325 1.01 0.73 -0.05
C 3.01275 -1.63882 2.70638 -1.02 0.69 -0.06
O 3.08726 -0.24511 2.38242 0.46 -0.71 0.61
H 3.27026 -2.28556 1.86763 0.60 -0.01 0.08
H 3.55711 -1.81690 3.63378 0.51 -0.01 -0.37
H 1.99107 -1.92716 2.95358 -0.39 0.10 0.02
H 2.48108 -0.05630 1.66235 -0.27 0.01 -0.34
C 1.49591 7.38902 1.49806 -0.15 0.58 0.93
C 0.63937 6.87415 0.34344 3.33 -0.86 0.00
C 1.16875 5.53073 -0.00088 0.45 -1.98 -1.84
O 0.57621 5.06274 -1.24947 2.60 -0.70 -0.37
C 1.46826 4.15527 -2.01296 -0.66 1.43 0.45
N -0.69760 6.77219 0.69165 -2.25 1.84 1.29
H 1.18837 8.40322 1.75281 -0.20 0.22 0.02
H 2.57939 7.45974 1.40221 0.04 -0.37 -0.44
H 1.25176 6.78570 2.37242 0.24 -0.16 0.18
H 0.81814 7.55584 -0.48808 -0.41 -0.09 -0.38
H 1.02075 4.75045 0.74569 -0.81 0.15 0.56
H 2.25804 5.49817 -0.02359 0.37 0.52 -0.71
H 2.38757 4.62328 -2.36499 0.11 0.81 0.11
H 0.92014 3.92879 -2.92748 -0.15 -0.50 0.34
H 1.86210 3.29748 -1.46780 -0.82 -0.33 0.26
H -0.86678 6.15046 1.46941 0.26 -1.36 -0.39
H -0.75417 7.58935 1.28256 -1.18 1.17 -0.20
C -3.14097 2.30496 0.31245 -0.83 -0.75 -0.06
C -3.08089 3.71156 -0.21071 -1.48 0.42 0.16
C -3.92200 4.64430 0.65193 0.71 2.47 0.42
O -3.52581 6.05508 0.40785 -1.27 -0.66 0.71
C -4.44121 7.03147 0.98825 0.29 -1.80 -1.67
N -1.68994 4.11881 -0.29655 -0.83 -0.62 0.15
H -3.01226 2.32048 1.39472 0.33 -0.31 0.08
H -2.39405 1.69603 -0.19689 0.10 0.00 0.36
H -4.07309 1.78544 0.09035 -0.33 0.09 0.12
H -3.61771 3.73851 -1.15898 0.62 0.08 -0.57
H -3.77798 4.58206 1.73059 0.19 -0.82 0.28
H -4.98986 4.52185 0.47086 -0.19 -0.11 -0.25
H -3.86795 7.95804 0.95756 -0.51 0.05 0.33
H -4.94760 6.75925 1.91430 1.00 -0.06 0.87
H -5.32649 7.01294 0.35262 -0.08 0.79 -0.63
H -1.30955 3.29057 -0.73176 0.76 0.12 -0.97
H -1.40202 3.86486 0.63764 0.72 0.63 0.85
C -0.94653 1.59020 3.95545 0.26 -0.23 -0.80
C 0.19950 2.38222 4.56648 0.65 0.10 -0.32
C 1.27193 1.45207 5.28074 -0.42 1.13 -1.04
O 2.41074 2.25156 5.41138 0.83 0.81 1.32
C 3.52836 1.61608 6.04778 -0.39 1.40 -1.23
N 0.76134 3.19066 3.41586 -0.09 -1.21 0.69
H -1.50337 0.86692 4.55118 -0.05 0.40 0.32
H -0.53267 1.01052 3.13035 0.42 -0.51 0.10
H -1.57817 2.23207 3.34133 -0.51 0.35 0.67
H -0.10464 3.18125 5.24261 -0.28 -0.45 0.56
H 1.55072 0.62047 4.63357 -0.37 -0.45 -0.13
H 1.00467 1.11651 6.28277 -0.66 -0.23 -0.01
H 3.41889 1.31060 7.08836 -0.79 -0.74 -0.11
H 4.25080 2.42414 6.16267 0.37 -0.13 -0.52
H 3.81855 0.88419 5.29399 0.69 -0.57 0.72
H 1.76414 3.22465 3.53137 0.32 0.33 0.23
H 0.66046 2.57353 2.62272 0.00 0.02 -0.63
C -3.49503 -1.32830 -4.46807 -0.44 0.33 -0.13
C -2.39845 -0.46233 -3.84249 -0.88 -1.48 -1.23
C -1.64866 0.41270 -4.91777 0.21 -2.08 0.67
O -1.13274 -0.43712 -5.98416 -1.13 0.29 -1.07
C -1.79763 -0.38557 -7.28269 -0.04 -0.07 0.95
N -2.89381 0.32017 -2.72769 0.41 0.83 -1.63
H -3.15040 -1.97822 -5.27240 0.18 0.42 -0.32
H -4.29934 -0.66363 -4.78336 -0.19 -0.09 -0.39
H -3.94952 -2.04696 -3.78613 0.11 0.19 0.58
H -1.75789 -1.21935 -3.39002 1.12 0.01 -0.51
H -0.74502 0.72761 -4.39589 -0.08 0.73 -0.20
H -2.27394 1.22228 -5.29418 0.07 0.06 0.09
H -1.29801 0.30433 -7.96279 0.19 0.02 0.07
H -2.85820 -0.13410 -7.27679 -0.11 0.54 0.68
H -1.86442 -1.37239 -7.74078 0.76 -0.26 0.20
H -3.29499 -0.32907 -2.06615 0.32 0.34 0.05
H -1.97138 0.56338 -2.39591 -0.34 0.77 1.38
C 7.28700 -1.49869 -5.92757 -0.29 0.55 -1.63
C 6.38732 -2.28173 -4.97621 1.44 -0.07 -1.04
C 7.39401 -2.70199 -3.86034 -1.89 -0.21 1.80
C 6.59971 -3.11655 -2.60678 -0.27 0.59 0.73
C 5.71334 -1.91667 -2.13152 0.90 -1.32 -0.47
C 4.68147 -1.55962 -3.22324 -0.45 0.03 0.66
N 5.27541 -1.40770 -4.52542 2.07 -0.02 0.22
O 4.36380 -1.00442 -5.52296 0.79 -0.33 0.31
C 3.58812 -2.67902 -3.14054 0.18 -0.24 0.80
C 4.11978 -0.22350 -2.80017 -2.63 -0.34 0.52
C 5.90934 -3.59539 -5.64866 -0.65 1.02 0.36
H 8.11255 -2.10085 -6.30700 0.33 -0.15 0.55
H 7.63588 -0.53402 -5.55909 0.16 -0.28 0.59
H 6.82899 -1.20675 -6.87262 -0.75 -0.10 -0.03
H 7.98680 -3.57501 -4.13338 0.08 0.28 -0.61
H 8.04873 -1.90059 -3.51798 0.06 0.21 -0.47
H 7.26495 -3.46282 -1.81578 0.24 0.29 0.14
H 5.98186 -3.99811 -2.77768 -0.15 0.06 -0.28
H 6.34235 -1.09496 -1.78914 0.21 0.37 -0.76
H 5.18266 -2.11821 -1.20100 -0.33 -0.47 -0.18
H 3.18567 -2.65817 -2.12778 -0.26 0.20 0.03
H 2.72368 -2.70243 -3.80408 0.16 0.62 -0.33
H 4.02520 -3.67635 -3.18958 0.19 0.03 -0.26
H 4.76300 0.65216 -2.71293 0.12 -0.39 -0.22
H 3.18829 -0.02612 -3.33071 0.41 0.61 -1.09
H 3.54781 -0.41223 -1.89169 0.76 0.17 0.98
H 6.69495 -4.23784 -6.04637 0.12 0.09 0.33
H 5.26617 -3.33288 -6.48861 -0.20 -0.13 -0.03
H 5.32105 -4.06188 -4.85846 -0.03 -0.66 -0.44
H 3.79630 -1.76324 -5.67703 -0.43 -0.34 -0.14
C -1.25235 -4.25303 4.13534 -0.76 0.76 -1.12
C -2.34553 -3.77072 3.08234 -0.34 -0.30 -0.06
C -3.42492 -4.82335 2.74611 1.13 -1.29 -0.56
C -4.60225 -4.93089 3.63599 -0.50 0.75 0.36
C -5.13142 -3.56461 4.08057 -0.92 -0.34 -0.02
C -4.13959 -2.46342 4.40793 0.97 1.11 0.02
N -3.07912 -2.50507 3.38651 -1.28 -2.56 -1.50
O -2.20605 -1.47123 3.38961 1.17 1.72 1.32
C -4.87111 -1.08812 4.34744 -0.26 -0.80 0.92
C -3.53423 -2.68809 5.79193 0.28 -0.43 0.49
C -1.64293 -3.54730 1.75002 0.65 -0.83 -0.08
H -0.36232 -4.57345 3.59379 -0.12 -0.35 -0.08
H -1.63345 -5.07782 4.73750 0.17 0.28 0.32
H -0.91227 -3.36895 4.67465 -0.25 -0.21 0.49
H -3.71623 -4.81227 1.69581 -0.26 0.98 -0.10
H -2.98633 -5.82101 2.72596 0.67 -0.14 0.32
H -4.35798 -5.54801 4.50063 0.01 0.10 0.24
H -5.39932 -5.45235 3.10602 -0.10 -0.09 0.10
H -5.75292 -3.82336 4.93783 -0.10 0.63 0.36
H -5.81257 -3.10864 3.36208 -0.04 -0.40 -0.43
H -5.64655 -1.24394 5.09744 -0.31 0.33 0.15
H -4.29242 -0.22886 4.68642 0.29 -0.22 -0.20
H -5.40425 -0.84194 3.42915 0.41 -0.27 -0.29
H -4.17763 -2.66716 6.67154 -0.64 0.36 -0.28
H -3.17808 -3.71826 5.79329 0.48 0.08 0.10
H -2.72490 -1.99021 6.00653 0.19 -0.12 -0.20
H -0.74961 -2.92568 1.81064 -0.50 0.81 -0.21
H -2.40495 -3.36033 0.99339 0.37 0.85 -0.15
H -1.18344 -4.47148 1.39952 -0.21 -0.52 0.21
H -2.07006 -1.21280 2.47511 -0.03 0.29 -0.25
```
Positions in Å, forces in eV/Å.

## Properties
- Orbital gap: 0.3019 Ha
- Energy above the lowest of the compared OMol25 structures with the same formula, charge and spin: 110.5 kcal per mole
- Net charge: -1

=====

Entry from OMol25: an isolated molecule of C2H3ClIN at a distorted geometry (ωB97M-V with the def2-TZVPD basis set).

```
8
Properties=species:S:1:pos:R:3:forces:R:3
C 0.44254 -0.53038 -0.87936 -3.78 -1.50 -1.75
N 0.62275 0.52242 -0.05774 0.14 2.24 1.26
C -0.15244 0.88991 0.81436 -0.73 -1.74 -0.01
Cl 0.23454 2.11887 1.83169 -0.09 1.61 1.48
I -2.09668 -0.30511 1.50305 1.45 0.94 -0.70
H 0.97955 -0.55437 -1.77409 0.74 0.56 -1.47
H -0.67237 -0.72949 -1.02418 1.01 0.54 -0.55
H 0.64211 -1.41185 -0.41373 1.27 -2.66 1.74
```
Positions in Å, forces in eV/Å.

## Properties
- Orbital gap: 0.3359 Ha
- Energy above the lowest of the compared OMol25 structures with the same formula, charge and spin: 14.4 kcal per mole
- SMILES: C/N=C(/Cl)I

=====

Entry from OMol25: a cluster of 2 separate species, C5H3N4O4S in total at a distorted geometry (ωB97M-V with the def2-TZVPD basis set).

```
17
Properties=species:S:1:pos:R:3:forces:R:3
O 3.09715 -2.50072 0.78731 -0.56 1.19 0.03
N 2.98282 -1.27281 0.80716 1.11 -0.47 -0.01
O 3.95223 -0.50910 0.83889 -1.26 -0.37 -0.02
C 1.65358 -0.69853 0.79599 -0.54 0.59 0.03
C 0.48235 -1.37248 0.79744 -0.80 -1.19 -0.08
C -0.65821 -0.51541 0.79167 0.48 -0.86 0.15
N -2.03164 -1.00854 0.83607 -1.28 -0.03 -0.03
O -2.94947 -0.18585 0.86319 1.38 -0.80 0.04
O -2.21017 -2.22824 0.85696 0.48 0.94 -0.05
C -0.35289 0.80122 0.77677 0.76 0.03 -0.10
S 1.35642 1.00553 0.78576 -0.16 0.59 -0.10
H 0.40657 -2.45330 0.78931 0.04 0.14 0.02
H -1.08389 1.59084 0.76273 0.22 0.33 -0.17
N -1.31042 1.61932 -2.29911 -0.69 -2.30 2.54
C -1.14494 2.83397 -2.51313 0.83 3.17 -1.67
N -0.96987 3.99475 -2.71276 -0.23 -0.77 0.50
H -1.21961 0.89934 -2.96425 0.20 -0.19 -1.07
```
Positions in Å, forces in eV/Å.

## Properties
- Orbital gap: 0.1574 Ha
- Energy above the lowest of the compared OMol25 structures with the same formula, charge and spin: 4.6 kcal per mole
- Net charge: -1

=====

Number 1: HOMO -9.36 eV. Number 2: HOMO -6.01 eV. Number 3: HOMO -9.77 eV. Number 4: HOMO -3.13 eV.